No. 1
DFT (ωB97M-V/def2-TZVPD) results for a cluster of 2 separate species, CH7N2O in total at a distorted geometry.

Last column: Löwdin charge in e.
CARTESIAN COORDINATES (ANGSTROEM)
N1 1.7386 1.0170 0.9594  0.273
H1 0.8973 0.3957 0.8775  0.078
H2 2.6003 0.4687 1.1063  0.156
H3 1.7864 1.4790 0.0474  0.145
H4 1.7076 1.8012 1.6720  0.183
C1 -1.5569 -0.3499 -0.3611  -0.319
N2 -1.4828 -1.4491 -1.1379  0.157
O1 -0.5466 0.1729 0.1118  -0.052
H5 -2.5427 0.0284 -0.1326  0.139
H6 -2.0714 -1.8001 -1.8865  0.128
H7 -0.5299 -1.7639 -1.2564  0.113

Cartesian forces, eV/Å:
N 0.92 0.99 0.52
H -0.27 0.39 0.29
H -0.41 0.29 -0.06
H 0.14 -0.11 0.00
H -0.34 -1.42 -0.76
C 0.19 -0.67 -0.66
N 0.98 0.03 -0.14
O -0.22 -0.19 0.22
H -0.42 0.21 -0.10
H -0.64 0.53 0.72
H 0.06 -0.05 -0.03

Calculated values
* energy relative to the best compared isomer or geometry (same formula, charge and spin): 25.55 kJ/mol
* electronic energy: -6172.2412 eV
* spin multiplicity: 1
* net charge: +1
* Kohn-Sham gap: 0.40809 Ha

No. 2
DFT (ωB97M-V/def2-TZVPD) results for a cluster of 2 separate species, CH7N2O2P in total at a distorted geometry.

Last column: Löwdin charge in e.
CARTESIAN COORDINATES (ANGSTROEM)
C1 -2.4271 0.6513 0.0635  -0.288
N1 1.5464 -0.8094 1.2125  -0.042
N2 1.4690 -0.7206 -1.3799  -0.056
O1 2.0577 1.5271 -0.0846  -0.311
O2 -1.4102 -0.2953 0.3206  -0.294
P1 1.3267 0.2543 -0.0541  0.649
H1 -2.9943 0.6334 -0.8760  0.054
H2 -2.1469 1.7834 0.0244  0.091
H3 -3.0361 0.6289 0.9480  0.051
H4 1.0339 -1.5593 1.4819  0.018
H5 1.8909 -0.2625 1.9560  0.040
H6 1.7694 -0.2831 -2.1923  0.032
H7 0.9205 -1.5481 -1.4201  0.056

Cartesian forces, eV/Å:
C 1.26 1.82 0.18
N 2.23 3.58 -1.81
N 0.03 0.55 2.04
O -0.26 -0.44 0.27
O 0.92 1.35 -1.07
P -1.73 -2.15 -0.09
H 0.03 -1.05 0.04
H 0.47 -1.65 0.38
H -0.98 -0.10 0.27
H -2.25 -2.41 0.51
H 0.41 0.35 1.40
H 0.29 0.61 -1.84
H -0.42 -0.44 -0.28

Calculated values
* energy relative to the best compared isomer or geometry (same formula, charge and spin): 354.83 kJ/mol
* electronic energy: -17512.4694 eV
* spin multiplicity: 1
* Kohn-Sham gap (alpha / beta): 0.32194 / 0.24463 Ha

No. 3
DFT (ωB97M-V/def2-TZVPD) results for a cluster of 2 separate species, CH7N2O2P in total at a distorted geometry.

Last column: Löwdin charge in e.
CARTESIAN COORDINATES (ANGSTROEM)
C1 1.4147 -0.2152 -2.2894  -0.084
N1 -0.3441 1.4674 2.2128  -0.202
N2 0.4628 -1.0636 -2.1186  -0.009
O1 -0.9980 0.4047 0.1688  -0.307
O2 -1.0087 -1.1350 2.2191  -0.343
P1 -0.0482 0.0532 1.4259  0.627
H1 1.8642 -0.2891 -3.2063  0.030
H2 1.5933 0.4684 -1.4316  0.070
H3 -1.1288 2.0807 1.8838  0.068
H4 0.1908 1.7889 3.0542  0.062
H5 0.2989 -1.8155 -2.8488  0.074
H6 -1.5086 -1.6425 1.5514  0.029
H7 -0.7884 -0.1024 -0.6212  -0.014

Cartesian forces, eV/Å:
C -3.03 -1.76 2.12
N -0.54 1.92 1.06
N -0.03 -0.25 0.37
O -0.66 0.34 -0.25
O 0.23 0.78 -0.95
P 0.38 -1.56 0.67
H 2.12 0.69 -1.95
H 0.20 -0.18 -1.06
H 1.09 -0.93 0.77
H -0.93 -0.61 -1.49
H 0.60 1.64 0.65
H 0.24 0.31 0.44
H 0.33 -0.40 -0.39

Calculated values
* energy relative to the best compared isomer or geometry (same formula, charge and spin): 122.35 kJ/mol
* electronic energy: -17514.8790 eV
* spin multiplicity: 1
* SMILES string: NP(O)O.C=N
* Kohn-Sham gap: 0.34770 Ha

No. 4
DFT (ωB97M-V/def2-TZVPD) results for the molecule CH7N2O2P at a distorted geometry.

Last column: Löwdin charge in e.
CARTESIAN COORDINATES (ANGSTROEM)
C1 -0.3055 -0.4883 1.5348  -0.131
N1 0.5750 1.7939 -0.2684  0.000
N2 -0.1289 -0.6999 -1.5796  -0.054
O1 -2.6899 -0.0921 0.0205  -0.283
O2 -0.8354 1.5408 -0.1984  -0.310
P1 -1.2638 0.0546 -0.0095  0.558
H1 -0.8883 0.0389 2.2834  0.044
H2 -0.4142 -1.6602 1.6181  0.094
H3 0.6675 -0.2412 1.3716  -0.021
H4 0.7171 2.7603 -0.5845  0.090
H5 0.9604 1.2030 -1.0451  0.068
H6 -0.8197 -0.7539 -2.2894  -0.014
H7 0.0157 -1.6143 -1.2809  -0.040

Cartesian forces, eV/Å:
C -4.17 -3.04 -1.87
N 1.45 -0.48 -0.58
N -1.90 3.19 3.24
O -1.83 -0.48 -0.25
O 0.34 2.06 -0.71
P 4.77 -2.36 -0.90
H 0.47 -0.07 0.47
H 0.10 2.41 0.06
H 2.72 0.98 0.05
H -0.84 -0.35 0.25
H -0.80 0.37 0.72
H -0.78 -0.05 -1.02
H 0.48 -2.17 0.54

Calculated values
* energy relative to the best compared isomer or geometry (same formula, charge and spin): 241.61 kJ/mol
* electronic energy: -17513.6429 eV
* spin multiplicity: 1
* SMILES string: C[P@@](N)(=O)ON
* Kohn-Sham gap: 0.39206 Ha

No. 5
DFT (ωB97M-V/def2-TZVPD) results for a cluster of 2 separate species, CH7N3 in total at a distorted geometry.

Last column: Löwdin charge in e.
CARTESIAN COORDINATES (ANGSTROEM)
C1 1.1752 -0.3038 0.2743  -0.192
N1 0.4812 0.2494 -0.8593  -0.112
H1 0.3458 -0.4119 -1.6131  0.083
H2 -1.5276 1.3018 -0.1962  0.109
H3 1.4656 0.4958 0.9548  0.074
H4 0.4734 -0.9601 0.8121  0.046
H5 2.0717 -0.8753 0.0106  0.069
N2 -1.7039 0.1734 -0.3859  -0.127
N3 -1.8099 -0.6173 0.5204  -0.102
H6 -1.6230 -0.3209 1.5034  0.051
H7 0.6513 1.2688 -1.0211  0.101

Cartesian forces, eV/Å:
C -0.15 0.03 -0.03
N 1.30 1.41 0.04
H 0.13 0.85 -0.17
H -0.36 -2.91 0.38
H 0.05 -0.01 0.01
H 0.19 -0.11 0.07
H -0.09 -0.01 0.11
N -0.75 3.49 -1.13
N -0.09 -1.39 1.65
H -0.15 0.61 -0.45
H -0.07 -1.96 -0.48

Calculated values
* energy relative to the best compared isomer or geometry (same formula, charge and spin): 305.63 kJ/mol
* electronic energy: -5617.7386 eV
* spin multiplicity: 1
* SMILES string: [H]/N=N\[H].CN
* Kohn-Sham gap: 0.34082 Ha

No. 6
DFT (ωB97M-V/def2-TZVPD) results for a cluster of 2 separate species, CH7N3O2PS2 in total at a distorted geometry.

Last column: Löwdin charge in e.
CARTESIAN COORDINATES (ANGSTROEM)
C1 0.4997 -0.8481 -1.0358  -0.210
N1 0.8903 -0.0432 1.7064  -0.117
N2 0.9308 1.6239 -0.0218  -0.155
N3 -1.2101 -1.0770 0.0118  -0.230
O1 -1.7904 1.4950 0.1800  -0.558
O2 -3.4381 -0.2987 0.2330  -0.542
P1 1.3724 0.1311 0.1045  -0.062
S1 3.2624 -0.0485 -0.1917  0.121
S2 -2.2964 0.2487 -0.4785  0.540
H1 0.9440 -1.8161 -1.2849  0.037
H2 0.1835 -0.3987 -1.9374  0.019
H3 -0.1069 0.0354 1.4576  0.002
H4 1.1150 -0.9399 2.1302  0.045
H5 -0.0681 1.8326 0.1839  0.015
H6 1.2973 2.1194 -0.8595  0.077
H7 -1.5853 -2.0160 -0.1978  0.017

Cartesian forces, eV/Å:
C -3.63 -2.54 1.68
N -0.17 -0.43 -0.99
N -1.01 4.43 -1.81
N 3.59 0.58 -1.47
O 0.31 -0.79 0.22
O -1.52 -0.41 0.67
P 2.57 -1.10 1.90
S 1.19 -0.53 -0.36
S 0.19 0.15 -1.19
H -0.29 0.04 0.54
H -0.36 0.89 -0.77
H -0.40 -0.55 1.50
H -0.40 0.04 -0.26
H 0.42 -0.05 -0.32
H -0.55 -0.55 1.03
H 0.07 0.81 -0.37

Calculated values
* electronic energy: -40676.2619 eV
* spin multiplicity: 1
* net charge: -1
* Kohn-Sham gap: 0.28835 Ha

- Look up the electronic energy of the fifth one.
  -5617.7386 eV

- What is the formula in the third record?
  CH7N2O2P

- Among the records above, which one has the highest electronic energy?
  CH7N3